10
Properties=species:S:1:pos:R:3:mulliken_charge:R:1 method="wB97M-V/def2-TZVPD" homo_energy_ev=-4.186 smiles="C[C@](F)(Cl)C(=O)[O-]" mol_weight_g_mol=125.51 gap_ev=7.96 energy_ha=-826.702465 relative_energy_ev=0.1849 charge=-1
O -1.1799 -0.4713 2.0179 -0.708
C 1.2134 0.0103 -0.5042 -1.089
H 1.1188 -0.8969 -1.1175 0.277
H 1.6230 0.8348 -1.0339 0.351
C -0.4353 0.4997 -0.1716 0.535
Cl -0.5793 2.0237 0.7128 -0.229
O -1.3158 -1.6758 0.1606 -0.637
F -0.9846 0.5155 -1.3676 -0.242
H 1.6415 -0.1362 0.5014 0.303
C -1.1017 -0.7038 0.8023 0.440